Record 1
Entry from the OMol25 dataset: C46H52BaFN6O3S3Sb as an isolated structure (wB97M-V/def2-TZVPD).

```
113
Properties=species:S:1:pos:R:3:forces:R:3:mulliken_charge:R:1
C 2.8546 3.0599 -3.3722 -0.02 -0.03 0.00 -0.81
H -3.7649 -2.0253 1.0629 -0.02 0.00 0.00 0.58
C -0.0153 5.3150 3.8897 0.04 -0.02 0.04 -0.63
O -0.5343 0.4805 3.8647 -0.06 0.04 0.03 -0.68
C 4.5806 -1.4105 0.7468 -0.02 0.00 -0.10 0.74
H -2.6578 1.9105 -3.9648 -0.01 0.01 0.00 0.19
H -7.2229 1.9636 -0.8747 0.00 0.01 -0.01 0.42
C -3.5746 -1.0310 1.4461 -0.04 0.00 0.09 -0.98
H 0.9695 -6.0241 2.7073 0.00 -0.01 -0.02 0.31
H -1.1287 -2.8340 -7.1327 0.00 0.00 0.00 0.39
H 0.5312 1.0441 -4.7880 -0.01 0.00 0.01 0.45
H -2.8591 -1.4328 -6.0625 0.00 0.00 0.00 0.46
H 4.1062 -2.8596 3.0447 -0.01 0.03 0.00 0.38
H 1.1498 2.1547 3.4231 0.00 0.00 -0.01 0.23
H -1.6665 -1.0334 0.5883 0.14 0.34 -0.21 -0.31
H 3.4598 3.0022 -1.3124 0.00 0.00 0.00 0.54
C -0.3858 -1.0735 -3.7949 0.08 -0.11 0.03 -0.04
H 4.8052 -0.8903 -1.3267 0.01 -0.02 0.00 0.46
N -1.0016 2.4594 -0.1188 -0.04 -0.09 -0.11 0.09
H -1.5915 6.2255 2.7495 0.00 0.00 0.00 0.46
C -5.5441 0.7185 -1.3369 0.01 -0.01 0.00 -0.98
H -5.4960 -0.8204 2.3816 0.01 -0.02 -0.01 0.40
C -0.4081 3.0933 2.3103 -0.02 0.07 -0.02 0.08
C 1.6553 -2.2331 4.6533 0.08 -0.08 0.07 0.83
H 2.1959 -4.2231 5.2545 -0.01 0.01 -0.02 0.38
C -6.1463 1.9120 -0.9710 0.03 0.01 0.01 -0.62
C -5.3739 3.0405 -0.7157 -0.03 -0.05 0.00 -0.89
N 0.7388 0.8904 1.1389 -0.07 -0.22 -0.15 -0.61
C 0.7643 4.1813 4.0805 -0.01 0.03 0.02 -0.85
C -1.6242 -0.9078 -4.3899 -0.01 0.00 -0.06 0.28
H -3.3819 3.8410 -0.6287 0.01 -0.01 0.00 0.14
C -1.1846 4.2241 2.0976 0.05 0.06 0.07 0.21
H 3.2818 -1.6691 -0.9360 -0.03 0.03 0.02 -0.09
H 1.4250 -6.8432 -0.7553 0.01 0.00 -0.02 0.43
H 3.5231 3.8725 -3.6272 0.00 0.00 0.00 0.44
H 2.0944 -3.0583 6.5778 0.01 0.00 -0.01 0.33
H -6.1465 -0.1617 -1.5185 0.00 0.00 0.00 0.47
H 4.1565 -6.9555 0.0672 0.03 0.00 0.00 0.42
H -2.3078 3.5134 -5.8161 0.00 0.00 0.00 0.47
H 1.9218 1.1363 -0.7275 -0.01 -0.02 -0.01 -0.04
C 4.3566 -1.6794 -0.7194 0.00 0.06 0.04 -0.65
C -1.8894 -1.5486 -5.5963 0.01 0.04 0.06 -1.01
H -0.5084 0.0015 6.1123 0.00 0.00 0.02 0.39
H 0.3030 -5.4729 -0.5967 0.02 0.01 0.03 0.36
Sb 2.5215 -4.9336 0.8561 -0.17 0.18 -0.13 0.60
C -0.0374 -0.9789 6.1366 0.00 -0.08 0.02 -1.78
H 4.7698 -2.6500 -0.9824 -0.01 0.00 -0.01 0.29
H -4.9728 1.4201 3.2979 0.01 0.01 0.00 0.49
S -1.6319 1.7842 -1.3319 0.07 0.05 0.06 0.52
H 0.6133 -3.6612 5.8356 0.00 0.00 0.00 0.34
C -2.0124 2.7695 -3.8326 0.02 0.02 0.01 -0.55
H 1.0739 -3.1279 -6.0444 -0.01 0.00 0.00 0.43
H 3.1559 0.0508 1.4285 -0.04 0.02 -0.03 -0.22
C -4.5353 -0.3625 2.1861 0.04 -0.07 -0.05 -0.82
H 5.0879 -5.8156 1.0653 -0.01 0.01 0.00 0.38
H 0.6795 -1.0234 6.9594 0.00 0.00 -0.01 0.41
H 1.8984 -7.3404 1.9141 -0.01 -0.01 0.02 0.41
H -2.3772 -0.2991 -3.9115 0.00 -0.01 0.01 0.11
H -0.8152 -1.7204 6.3415 -0.01 0.01 -0.03 0.30
C 1.1599 0.9810 -2.7268 -0.01 0.05 -0.03 0.59
C 2.0298 2.5120 -4.3470 0.01 0.02 0.02 -0.89
H 0.1395 6.1863 4.5135 0.00 0.00 0.00 0.40
H 1.6892 -5.3565 -1.6987 0.00 -0.01 0.01 0.36
C 1.9797 1.5167 -1.7422 0.01 0.02 -0.02 0.35
H -2.7740 2.4285 2.9134 -0.03 0.01 0.00 0.51
H -3.6718 -0.2866 -1.7251 0.02 0.00 -0.01 0.56
H 4.5077 0.7309 0.5449 0.02 0.00 0.01 0.41
H -0.0677 4.2075 -1.4498 0.00 -0.01 -0.01 0.54
C 2.8241 2.5683 -2.0739 -0.02 -0.02 -0.02 -0.97
C 1.1724 1.4699 -4.0281 0.03 0.01 0.02 -0.34
O 5.0033 -2.2800 1.4810 0.02 0.00 0.01 -0.61
C -1.3750 2.9876 -2.6173 -0.03 0.02 -0.10 0.65
S 0.1056 -0.3812 -2.2136 -0.05 0.08 -0.12 1.72
C 4.2342 -0.0405 1.2664 0.01 0.02 0.01 -0.55
C 0.6238 -1.2004 4.8078 -0.15 0.34 0.01 0.03
H 1.5222 4.1683 4.8526 0.00 0.00 0.00 0.45
C -0.9889 5.3395 2.9015 -0.02 -0.07 -0.06 -0.87
C -0.9831 4.7677 -4.6752 -0.01 -0.04 0.00 -0.64
O 3.4700 -3.1513 3.7167 -0.05 -0.02 0.03 -0.55
C -2.0499 0.8087 1.7105 -0.16 0.22 -0.04 1.35
H 2.6670 -6.3233 3.1599 -0.01 0.00 0.00 0.38
C -2.3399 -0.4451 1.1938 -0.10 -0.24 0.07 -0.12
N 0.3532 -0.4624 3.7711 -0.03 -0.18 0.11 0.78
C 4.3493 -5.9011 0.2687 0.00 -0.07 0.02 -1.40
N 0.7094 -1.3426 -1.3149 -0.07 0.10 0.15 -0.70
C -0.9191 -2.3370 -6.1946 0.05 0.00 0.03 -0.54
C 1.9463 -6.3394 2.3426 0.01 0.00 0.07 -1.29
H -5.8460 3.9692 -0.4246 0.01 0.00 0.00 0.46
H 4.7553 -5.4333 -0.6285 -0.01 0.00 0.00 0.37
C -3.9970 2.9719 -0.8272 -0.04 0.03 -0.01 -1.05
C 0.5716 3.0579 3.2916 -0.06 0.02 -0.05 -0.58
H 2.0524 2.8944 -5.3594 0.00 0.00 0.00 0.46
C -4.2436 0.8938 2.6953 0.04 0.07 0.02 -0.94
H -1.9270 4.2354 1.3125 0.00 -0.01 -0.01 0.30
H 1.5331 -2.0238 -3.8737 -0.01 0.00 0.00 0.52
F -0.2986 -3.9161 2.1205 0.22 0.41 -0.32 -0.96
C -1.8145 3.6675 -4.8656 0.03 0.05 0.03 -0.76
C 1.6426 -3.3700 5.6329 0.07 -0.01 0.00 -1.53
C -3.0082 1.4747 2.4654 0.05 0.04 0.03 -0.85
C 0.3202 -2.5027 -5.5845 -0.06 -0.01 -0.05 -0.75
C -0.5493 4.0764 -2.4093 0.03 0.02 -0.02 -0.26
S -0.4933 1.6307 1.2841 0.02 -0.03 0.03 1.35
Ba 0.7200 -1.8297 1.4351 0.22 -0.83 0.42 1.56
H 4.7260 0.1282 2.2213 -0.01 0.00 0.01 0.36
C -3.4093 1.7714 -1.2048 -0.04 -0.04 0.02 0.80
C -4.1624 0.6390 -1.4595 -0.01 0.04 0.01 0.29
C 1.3452 -5.7557 -0.7436 -0.02 -0.05 0.02 -1.37
N -1.3376 0.3572 -1.8353 -0.01 -0.02 0.07 0.03
C 0.5853 -1.8801 -4.3778 0.00 -0.01 -0.01 -0.28
H -0.8273 5.4704 -5.4836 0.00 0.00 0.00 0.41
C -0.3546 4.9690 -3.4563 0.00 0.00 0.02 -0.76
N 2.5275 -2.1081 3.7183 0.10 -0.04 0.01 0.03
H 0.2952 5.8223 -3.3126 0.00 0.00 -0.01 0.48
```
Forces are in eV/Å.

Output
E_HOMO = -6.48 eV
Kohn-Sham gap = 6.254 eV
relative energy (zero: lowest compared OMol25 entry of this formula, charge and spin) = 0.741 eV
E_LUMO = -0.23 eV
E_tot = -106074.9299 eV

***

Record 2
Entry from the OMol25 dataset: a single C24H30ClN3O2 molecule (wB97M-V/def2-TZVPD).

```
60
Properties=species:S:1:pos:R:3:forces:R:3:mulliken_charge:R:1
H 3.8501 0.2911 -1.4444 0.00 -0.05 -0.12 0.29
C -4.2263 0.5267 1.8709 -0.21 -0.27 0.30 0.71
H -5.1279 -2.3063 0.3897 -0.04 0.02 -0.05 0.39
H -6.3215 -1.0108 0.5337 0.03 0.01 -0.03 0.38
C 5.1885 2.4308 -0.6006 -0.03 0.00 0.00 -1.78
H -4.2581 2.3104 -0.8441 0.02 0.00 0.16 0.51
C 2.3618 -1.7471 -1.6966 0.32 -0.09 -0.14 -1.07
H -0.5199 -2.6712 1.4140 -0.06 0.01 0.07 0.39
C -3.6503 2.0459 0.0245 0.04 0.20 0.10 -1.99
H -0.2810 -0.8724 -1.0461 -0.05 -0.13 -0.01 -0.04
C -5.2631 -1.2540 0.6320 0.02 -0.07 0.04 -0.99
H 5.3424 2.0438 -1.6052 0.04 0.01 -0.07 0.35
H -3.8104 2.7777 0.8219 0.00 -0.07 -0.15 0.56
C -0.8327 -1.5855 -0.4215 0.10 -0.16 -0.02 -0.75
C -1.7475 1.8229 -1.6467 0.19 0.10 0.27 0.85
H -5.0027 -0.0303 -1.1761 0.14 -0.07 0.08 0.51
H 0.0646 -0.9989 1.4218 0.01 0.01 0.11 0.31
N -4.1067 0.7750 0.5452 -0.15 0.04 -0.39 -0.02
H -2.0895 -0.3275 0.6900 -0.08 -0.01 -0.18 0.13
O -3.9336 1.3030 2.7527 0.12 0.22 0.31 -0.67
C 2.6835 -0.1638 1.6937 -0.06 -0.19 0.13 -0.91
H 4.5095 -2.0097 -1.5860 0.11 0.03 0.02 0.28
C 2.8301 -0.4153 0.3232 -0.02 0.05 0.07 1.20
H 1.3060 -3.3196 -0.1270 0.07 0.00 0.03 0.62
C -1.2309 2.1396 0.6636 -0.02 0.06 -0.07 -0.52
H 1.5007 -2.3186 -2.0506 0.00 0.12 0.01 0.59
H -1.0419 -2.4813 -1.0115 0.09 0.06 0.00 0.32
O -3.2795 -1.8343 -1.7969 -0.11 -0.23 -0.36 -0.72
C 3.6393 -2.5538 -1.9437 -0.25 0.18 -0.01 -1.40
C -0.3936 1.7723 -1.9445 -0.02 0.01 -0.05 -0.91
C 0.5388 1.9039 -0.9314 -0.03 0.01 -0.08 -0.16
H -1.5690 2.2806 1.6804 -0.07 0.03 0.13 0.48
H 4.7304 3.4172 -0.6776 0.03 0.07 -0.05 0.32
C 4.3148 1.5174 0.2076 -0.02 -0.01 0.08 0.71
C 1.3964 -2.4065 0.4655 -0.35 0.15 0.36 -1.65
C -4.7628 -0.8874 2.0274 -0.10 -0.03 0.04 -0.53
H 1.5929 1.8622 -1.1568 0.09 -0.01 -0.04 0.50
Cl -2.8829 1.6248 -2.9401 -0.10 -0.03 -0.20 -0.23
H -5.5386 -0.9196 2.7900 0.07 0.05 0.04 0.40
H 3.7593 -2.7514 -3.0057 0.07 -0.06 -0.13 0.45
C 0.1206 2.0798 0.3773 0.03 -0.02 0.07 -0.49
C 4.1388 1.7489 1.5662 0.01 0.06 0.04 -0.62
H 3.1966 1.0611 3.3553 -0.02 0.00 0.08 0.38
C -3.2075 -1.1275 -0.8149 -0.25 0.35 0.30 -0.12
H 0.8513 2.1698 1.1660 0.09 0.01 0.09 0.48
C -0.0132 -1.9072 0.8215 0.14 -0.10 -0.30 -0.10
C 3.3317 0.8975 2.2954 0.05 0.06 -0.01 -1.11
H -3.9444 -1.5334 2.3515 0.01 0.03 0.03 0.22
N 2.1554 -1.4442 -0.2977 -0.03 -0.03 -0.08 0.66
C -2.1873 2.0180 -0.3412 -0.08 0.16 -0.17 0.27
H 3.5921 -3.5039 -1.4165 0.01 -0.11 0.04 0.34
H 2.0665 -0.7940 2.3118 -0.10 -0.08 0.01 0.33
C -4.4322 -0.3497 -0.2982 -0.06 -0.28 -0.38 0.54
H 1.9288 -2.6689 1.3861 -0.01 -0.07 -0.09 0.50
H 2.3853 -0.8187 -2.2726 -0.10 -0.05 -0.02 0.50
C 3.6737 0.4475 -0.3922 0.08 -0.02 -0.12 -0.23
N -2.1082 -1.0164 -0.0472 0.26 -0.03 0.35 0.25
H -0.0804 1.6279 -2.9670 0.01 -0.02 -0.10 0.46
H 6.1584 2.5531 -0.1215 0.07 0.04 -0.02 0.45
H 4.6352 2.5802 2.0435 0.06 0.09 0.06 0.44
```
Forces are in eV/Å.

Output
SMILES = CCN(CCCNC(=O)[C@H]1CCC(=O)N1Cc1ccccc1Cl)c1cccc(C)c1
E_HOMO = -7.68 eV
Kohn-Sham gap = 8.381 eV
relative energy (zero: lowest compared OMol25 entry of this formula, charge and spin) = 0.000 eV
E_LUMO = 0.70 eV
E_tot = -46464.7362 eV

***

Record 3
Entry from the OMol25 dataset: an isolated ion of composition C4H6NO and charge +1 at a distorted geometry (wB97M-V/def2-TZVPD).

```
12
Properties=species:S:1:pos:R:3:forces:R:3:mulliken_charge:R:1
H 0.6598 -2.2259 -0.2571 -1.64 0.24 0.98 0.31
H 0.5763 0.6181 2.4098 -0.85 -0.62 -3.12 0.35
H 0.6588 2.7300 -1.3355 0.49 -1.20 -0.07 0.27
C 0.2978 1.6825 -1.2418 1.89 -0.72 -3.25 -0.20
C -0.2608 -1.8992 0.3640 0.52 -0.65 -2.23 -0.64
C 0.0156 1.0351 0.0119 0.74 0.47 -2.03 0.60
H -0.2924 -2.4232 1.3204 0.28 0.74 0.22 0.32
H -1.2026 -2.1541 -0.1769 0.87 0.28 0.19 0.30
N -0.1351 -0.4300 0.4001 1.17 0.12 3.01 -0.06
H 0.3496 0.9104 -2.1603 0.01 2.18 1.91 0.21
C 0.2590 0.4657 1.2442 0.32 -1.58 3.84 -0.12
O -0.9258 1.6905 -0.5788 -3.81 0.73 0.55 -0.34
```
Forces are in eV/Å.

Output
SMILES = C[N+]1=C[C@@]12CO2
E_HOMO = -15.98 eV
total charge = +1
Kohn-Sham gap = 10.701 eV
relative energy (zero: lowest compared OMol25 entry of this formula, charge and spin) = 4.288 eV
E_LUMO = -5.28 eV
E_tot = -7770.6093 eV

***

Record 4
Entry from the OMol25 dataset: C3H10N2O as an isolated structure at a distorted geometry (wB97M-V/def2-TZVPD).

```
16
Properties=species:S:1:pos:R:3:forces:R:3:mulliken_charge:R:1
N -2.9151 1.1502 0.3712 -0.11 -0.29 0.04 -0.53
O -1.6290 0.6801 0.0091 1.27 -1.58 0.48 -0.53
H 1.4937 -2.0472 -0.5270 -0.02 0.10 -0.03 0.35
H -0.0775 -2.7800 -0.2137 -0.02 0.14 -0.02 0.29
H -3.3701 1.3925 -0.5109 0.10 -0.12 0.17 0.24
H 2.8560 0.2234 0.0013 0.05 0.09 -0.12 0.31
C 1.8810 0.6717 -0.2156 0.38 -0.12 0.25 -1.10
N 0.1355 -0.8891 0.6338 1.28 1.09 0.14 -0.45
C 0.4256 -1.8377 -0.4362 0.07 -0.01 -0.02 -0.92
H 1.9721 1.7559 -0.1374 0.06 -0.12 0.07 0.31
H 1.6060 0.4277 -1.2437 -0.03 -0.12 0.15 0.37
H -1.1075 -0.3739 0.4782 -1.71 2.50 -0.24 0.45
C 0.8655 0.1859 0.7638 -1.42 -1.14 -0.72 0.31
H 0.0440 -1.4593 -1.3893 0.05 -0.04 0.02 0.32
H 0.5810 0.8555 1.5752 -0.02 -0.17 -0.12 0.34
H -2.7614 2.0444 0.8410 0.05 -0.22 -0.05 0.23
```
Forces are in eV/Å.

Output
E_HOMO = -7.87 eV
Kohn-Sham gap = 8.542 eV
relative energy (zero: lowest compared OMol25 entry of this formula, charge and spin) = 4.287 eV
E_LUMO = 0.67 eV
E_tot = -8297.2169 eV

***

Record 5
Entry from the OMol25 dataset: C3H22BeO8 as an isolated structure at a distorted geometry (wB97M-V/def2-TZVPD).

```
34
Properties=species:S:1:pos:R:3:forces:R:3:mulliken_charge:R:1
O 1.9778 0.7556 -1.2404 -0.55 0.22 0.03 -0.47
H 3.0742 -2.4052 1.8159 0.16 0.19 -0.07 0.42
H -3.2522 2.0136 0.0483 0.18 -0.03 0.08 0.28
H 1.9686 -3.1296 0.6956 0.26 0.00 -0.49 0.33
H -0.9880 2.2649 2.0465 -0.01 -0.07 0.24 0.25
H -0.3453 2.3027 -3.6375 0.17 -0.27 0.09 0.29
C 1.2616 -1.2508 1.4570 1.16 -1.21 -0.19 0.36
H -0.1610 -1.0819 3.1030 0.19 0.35 -0.22 0.25
H -1.5615 2.7247 -2.8054 0.09 0.06 0.18 0.30
H 1.1446 -2.1243 3.4700 0.19 -0.29 -0.29 0.39
O 0.1197 -0.9205 -2.6029 -0.51 0.27 0.34 -0.53
C 0.5145 -1.8085 2.6401 -0.79 0.61 0.88 -1.25
H -0.3195 -1.7645 -2.4418 0.01 0.02 -0.04 0.30
H 1.7063 -0.2717 1.6310 -0.52 0.21 0.06 0.26
Be -0.5283 0.7899 -0.7418 0.84 0.06 0.39 1.17
O 0.5123 2.7699 -0.0030 -0.57 -0.77 -0.04 -0.48
H -2.6929 -1.5988 0.1487 0.13 0.09 0.11 0.29
H 1.3027 3.2090 -0.3446 -0.01 -0.31 -0.30 0.28
O 0.3361 -1.1546 0.3483 -0.60 1.74 -0.72 -0.13
O -0.7684 2.1744 -2.7788 -0.17 -0.47 0.71 -0.48
O -2.3892 -0.9378 -0.4874 0.25 0.32 -0.47 -0.50
H 2.7200 0.5529 -0.6564 -0.12 0.08 0.11 0.29
H 2.9656 -1.6542 0.1977 0.08 -0.47 -0.24 0.25
O -2.7220 1.9488 -0.7576 0.86 -0.48 -0.24 -0.53
H -1.7892 1.0379 2.4671 0.06 -0.13 -0.04 0.28
H -0.1280 -1.9982 0.2975 -0.12 0.10 -0.11 0.24
H 0.9088 -1.1511 -3.1075 -0.08 0.03 -0.08 0.31
H 0.1896 3.3465 0.6978 -0.06 0.04 -0.12 0.26
H -3.0305 -0.9783 -1.2088 0.01 -0.11 0.04 0.29
C 2.4170 -2.1761 0.9771 -1.00 0.48 1.08 -1.21
O -1.0986 1.3274 1.8567 -0.03 0.01 -0.59 -0.46
H 2.1535 0.2531 -2.0417 0.04 0.04 0.02 0.25
H -3.3084 1.5317 -1.4027 -0.05 0.12 0.01 0.32
H -0.1899 -2.5968 2.3599 0.51 -0.44 -0.13 0.36
```
Forces are in eV/Å.

Output
E_HOMO = -17.00 eV
total charge = +2
Kohn-Sham gap = 9.072 eV
relative energy (zero: lowest compared OMol25 entry of this formula, charge and spin) = 0.602 eV
E_LUMO = -7.93 eV
E_tot = -20233.6028 eV

***

Repeat the fifth record exactly.
Entry from the OMol25 dataset: C3H22BeO8 as an isolated structure at a distorted geometry (wB97M-V/def2-TZVPD).

```
34
Properties=species:S:1:pos:R:3:forces:R:3:mulliken_charge:R:1
O 1.9778 0.7556 -1.2404 -0.55 0.22 0.03 -0.47
H 3.0742 -2.4052 1.8159 0.16 0.19 -0.07 0.42
H -3.2522 2.0136 0.0483 0.18 -0.03 0.08 0.28
H 1.9686 -3.1296 0.6956 0.26 0.00 -0.49 0.33
H -0.9880 2.2649 2.0465 -0.01 -0.07 0.24 0.25
H -0.3453 2.3027 -3.6375 0.17 -0.27 0.09 0.29
C 1.2616 -1.2508 1.4570 1.16 -1.21 -0.19 0.36
H -0.1610 -1.0819 3.1030 0.19 0.35 -0.22 0.25
H -1.5615 2.7247 -2.8054 0.09 0.06 0.18 0.30
H 1.1446 -2.1243 3.4700 0.19 -0.29 -0.29 0.39
O 0.1197 -0.9205 -2.6029 -0.51 0.27 0.34 -0.53
C 0.5145 -1.8085 2.6401 -0.79 0.61 0.88 -1.25
H -0.3195 -1.7645 -2.4418 0.01 0.02 -0.04 0.30
H 1.7063 -0.2717 1.6310 -0.52 0.21 0.06 0.26
Be -0.5283 0.7899 -0.7418 0.84 0.06 0.39 1.17
O 0.5123 2.7699 -0.0030 -0.57 -0.77 -0.04 -0.48
H -2.6929 -1.5988 0.1487 0.13 0.09 0.11 0.29
H 1.3027 3.2090 -0.3446 -0.01 -0.31 -0.30 0.28
O 0.3361 -1.1546 0.3483 -0.60 1.74 -0.72 -0.13
O -0.7684 2.1744 -2.7788 -0.17 -0.47 0.71 -0.48
O -2.3892 -0.9378 -0.4874 0.25 0.32 -0.47 -0.50
H 2.7200 0.5529 -0.6564 -0.12 0.08 0.11 0.29
H 2.9656 -1.6542 0.1977 0.08 -0.47 -0.24 0.25
O -2.7220 1.9488 -0.7576 0.86 -0.48 -0.24 -0.53
H -1.7892 1.0379 2.4671 0.06 -0.13 -0.04 0.28
H -0.1280 -1.9982 0.2975 -0.12 0.10 -0.11 0.24
H 0.9088 -1.1511 -3.1075 -0.08 0.03 -0.08 0.31
H 0.1896 3.3465 0.6978 -0.06 0.04 -0.12 0.26
H -3.0305 -0.9783 -1.2088 0.01 -0.11 0.04 0.29
C 2.4170 -2.1761 0.9771 -1.00 0.48 1.08 -1.21
O -1.0986 1.3274 1.8567 -0.03 0.01 -0.59 -0.46
H 2.1535 0.2531 -2.0417 0.04 0.04 0.02 0.25
H -3.3084 1.5317 -1.4027 -0.05 0.12 0.01 0.32
H -0.1899 -2.5968 2.3599 0.51 -0.44 -0.13 0.36
```
Forces are in eV/Å.

Output
E_HOMO = -17.00 eV
total charge = +2
Kohn-Sham gap = 9.072 eV
relative energy (zero: lowest compared OMol25 entry of this formula, charge and spin) = 0.602 eV
E_LUMO = -7.93 eV
E_tot = -20233.6028 eV